No. 1
A cluster of 6 separate species, C37H37ClF5N2O4PS in total. Source: the OMol25 dataset; level of theory: ωB97M-V/def2-TZVPD.

Calculated values
- HOMO: -8.95 eV
- Lowest unoccupied orbital energy: 0.326 eV
- Charge: 0
- SMILES string: CC(=O)N(C)[C@@]1(P(O)(O)=S)C[C@H](Cl)C(=O)N1.Fc1ccccc1.Fc1ccccc1.Fc1ccccc1.Fc1ccccc1.Fc1ccccc1

Geometry (Å):
1 C 1.204 -3.562 4.345
2 C 0.252 -4.044 3.282
3 O -0.168 -5.176 3.264
4 N -0.048 -3.121 2.218
5 C -0.279 -3.823 0.947
6 C -1.070 -2.118 2.530
7 P -0.382 -0.475 1.805
8 O 1.211 -0.600 1.958
9 O -0.686 0.723 2.814
10 S -0.967 -0.203 -0.005
11 C -2.495 -2.380 1.992
12 C -3.412 -2.283 3.230
13 Cl -5.052 -1.780 2.918
14 C -2.595 -1.399 4.157
15 O -2.914 -0.491 4.872
16 N -1.303 -1.891 3.963
17 H 1.567 -4.423 4.902
18 H 0.727 -2.870 5.035
19 H 2.045 -3.061 3.865
20 H 0.685 -4.177 0.577
21 H -0.942 -4.684 1.050
22 H -0.689 -3.133 0.211
23 H 1.531 -1.149 1.226
24 H -0.045 0.736 3.541
25 H -2.672 -3.368 1.577
26 H -2.810 -1.639 1.258
27 H -3.385 -3.247 3.743
28 H -0.589 -1.439 4.516
29 F -3.053 -2.840 -2.285
30 C -3.992 -1.872 -2.355
31 C -3.609 -0.595 -2.710
32 C -4.577 0.395 -2.777
33 C -5.903 0.099 -2.489
34 C -6.262 -1.194 -2.133
35 C -5.302 -2.194 -2.066
36 H -2.569 -0.385 -2.920
37 H -4.293 1.402 -3.053
38 H -6.654 0.875 -2.540
39 H -7.293 -1.426 -1.903
40 H -5.560 -3.209 -1.795
41 F 3.220 -2.719 1.892
42 C 4.116 -2.671 0.873
43 C 4.612 -3.855 0.370
44 C 5.519 -3.796 -0.679
45 C 5.915 -2.569 -1.195
46 C 5.400 -1.394 -0.665
47 C 4.487 -1.438 0.379
48 H 4.292 -4.798 0.791
49 H 5.915 -4.712 -1.096
50 H 6.620 -2.527 -2.013
51 H 5.709 -0.438 -1.066
52 H 4.069 -0.535 0.805
53 F -8.321 -3.017 5.191
54 C -8.384 -1.882 5.919
55 C -9.301 -1.801 6.947
56 C -9.360 -0.633 7.693
57 C -8.515 0.429 7.401
58 C -7.604 0.321 6.359
59 C -7.530 -0.843 5.609
60 H -9.954 -2.639 7.153
61 H -10.069 -0.553 8.506
62 H -8.566 1.338 7.984
63 H -6.944 1.147 6.126
64 H -6.822 -0.950 4.798
65 F 6.024 -0.897 -4.104
66 C 5.656 0.403 -4.130
67 C 6.543 1.353 -3.668
68 C 6.158 2.687 -3.694
69 C 4.905 3.050 -4.170
70 C 4.033 2.069 -4.625
71 C 4.406 0.733 -4.611
72 H 7.512 1.049 -3.297
73 H 6.844 3.446 -3.341
74 H 4.608 4.091 -4.189
75 H 3.054 2.346 -4.993
76 H 3.743 -0.046 -4.965
77 F 4.011 5.939 -4.895
78 C 4.523 6.988 -5.579
79 C 5.595 7.670 -5.043
80 C 6.119 8.742 -5.751
81 C 5.565 9.115 -6.968
82 C 4.484 8.412 -7.482
83 C 3.955 7.334 -6.787
84 H 6.006 7.365 -4.090
85 H 6.963 9.286 -5.350
86 H 5.975 9.953 -7.515
87 H 4.048 8.703 -8.428
88 H 3.117 6.768 -7.171

No. 2
A structure of composition C37H37EuN8O4PS3. Source: the OMol25 dataset; level of theory: ωB97M-V/def2-TZVPD.

Calculated values
- <S²>: 12.010
- Spin multiplicity: 7
- HOMO (alpha / beta): -4.41 / -4.42 eV
- Energy above the lowest of the compared OMol25 structures with the same formula, charge and spin: 0.00 kJ/mol
- Lowest unoccupied orbital energy (alpha / beta): 2.159 / 2.159 eV
- Charge: -1

Geometry (Å):
1 Eu -1.480 -0.848 0.445
2 C -3.313 1.124 3.155
3 N -3.586 0.585 1.809
4 C -4.052 1.678 0.958
5 C -3.803 1.416 -0.523
6 N -2.351 1.372 -0.802
7 C -2.121 1.111 -2.230
8 C -1.745 2.648 -0.426
9 C -2.095 3.800 -1.123
10 C -1.649 5.053 -0.739
11 C -0.836 5.165 0.381
12 C -0.453 4.031 1.063
13 C -0.882 2.746 0.683
14 S -0.338 1.409 1.651
15 C -4.462 -0.555 1.943
16 C -5.789 -0.563 1.536
17 C -6.609 -1.663 1.754
18 C -6.105 -2.779 2.398
19 C -4.775 -2.805 2.779
20 C -3.929 -1.722 2.540
21 S -2.239 -1.850 2.987
22 H -4.217 1.581 3.583
23 H -2.511 1.856 3.093
24 H -2.982 0.318 3.803
25 H -3.493 2.570 1.242
26 H -5.113 1.907 1.122
27 H -4.281 2.219 -1.102
28 H -4.252 0.463 -0.815
29 H -2.602 1.857 -2.875
30 H -2.508 0.129 -2.501
31 H -1.049 1.135 -2.417
32 H -2.751 3.735 -1.983
33 H -1.959 5.930 -1.292
34 H -0.506 6.140 0.718
35 H 0.184 4.099 1.934
36 H -6.218 0.291 1.028
37 H -7.636 -1.636 1.411
38 H -6.740 -3.637 2.582
39 H -4.346 -3.683 3.244
40 S 2.107 -2.961 -1.589
41 C 3.530 -3.020 -2.428
42 N 4.536 -3.071 -3.008
43 N 2.835 -5.508 3.128
44 C 2.439 -4.777 2.048
45 N 3.270 -4.668 1.025
46 N 1.226 -4.285 2.119
47 C 0.556 -3.527 1.319
48 N -0.235 -2.835 0.815
49 H 3.810 -5.711 3.255
50 H 2.268 -5.403 3.951
51 H 4.196 -5.056 1.062
52 H 2.993 -4.150 0.165
53 O -2.942 -3.580 -1.292
54 N -2.627 -2.436 -1.056
55 O -3.317 -1.709 -0.285
56 O -1.644 -1.881 -1.592
57 O 0.465 -0.287 -0.780
58 P 1.921 0.003 -0.971
59 C 3.018 -0.735 0.278
60 C 4.351 -1.056 0.031
61 C 5.125 -1.609 1.036
62 C 4.588 -1.815 2.301
63 C 3.272 -1.466 2.557
64 C 2.485 -0.929 1.549
65 C 2.210 1.798 -0.706
66 C 2.813 2.335 0.424
67 C 2.951 3.709 0.553
68 C 2.497 4.554 -0.447
69 C 1.876 4.029 -1.570
70 C 1.732 2.658 -1.695
71 C 2.437 -0.118 -2.702
72 C 3.664 0.356 -3.145
73 C 3.991 0.263 -4.488
74 C 3.090 -0.287 -5.384
75 C 1.847 -0.726 -4.948
76 C 1.518 -0.643 -3.607
77 H 4.764 -0.917 -0.959
78 H 6.152 -1.884 0.832
79 H 5.198 -2.244 3.086
80 H 2.851 -1.602 3.546
81 H 1.457 -0.655 1.750
82 H 3.167 1.679 1.208
83 H 3.408 4.119 1.444
84 H 2.612 5.626 -0.344
85 H 1.497 4.687 -2.341
86 H 1.249 2.241 -2.572
87 H 4.356 0.798 -2.438
88 H 4.953 0.617 -4.836
89 H 3.358 -0.388 -6.428
90 H 1.138 -1.146 -5.650
91 H 0.574 -1.016 -3.230

No. 3
A structure of composition C37H37FN7O5PRe. Source: the OMol25 dataset; level of theory: ωB97M-V/def2-TZVPD.

Calculated values
- <S²>: 3.785
- Spin multiplicity: 4
- HOMO (alpha / beta): -13.60 / -14.12 eV
- Energy above the lowest of the compared OMol25 structures with the same formula, charge and spin: 82.74 kJ/mol
- Lowest unoccupied orbital energy (alpha / beta): -6.145 / -7.020 eV
- Charge: +2

Geometry (Å):
1 Re -0.757 -0.497 0.059
2 O 1.621 -2.657 -3.606
3 C 0.676 -2.137 -2.846
4 O -0.028 -2.745 -2.078
5 C 0.459 -0.678 -3.089
6 C 0.801 -0.072 -4.283
7 C 0.270 1.180 -4.578
8 C -0.648 1.740 -3.708
9 C -0.924 1.068 -2.529
10 N -0.321 -0.070 -2.183
11 C -2.058 1.471 -1.613
12 O -2.721 2.449 -1.784
13 O -2.268 0.552 -0.668
14 H 1.713 -3.602 -3.396
15 H 1.431 -0.596 -4.988
16 H 0.518 1.671 -5.510
17 H -1.180 2.656 -3.929
18 N -6.327 -4.769 1.324
19 C -5.112 -5.051 0.818
20 O -4.751 -6.154 0.475
21 C -4.136 -3.893 0.666
22 C -2.819 -4.239 0.383
23 C -1.884 -3.249 0.207
24 N -2.208 -1.941 0.294
25 C -3.481 -1.593 0.571
26 C -4.459 -2.546 0.760
27 H -6.976 -5.531 1.434
28 H -6.589 -3.868 1.680
29 H -2.555 -5.283 0.288
30 H -0.855 -3.472 -0.039
31 H -3.688 -0.537 0.640
32 H -5.463 -2.201 0.960
33 C -0.430 5.686 -2.226
34 C -0.686 6.343 -0.874
35 C -2.175 6.425 -0.560
36 C 0.116 5.659 0.235
37 N -0.225 4.240 0.389
38 C 0.373 3.157 -0.101
39 N -0.324 2.106 0.276
40 N -1.347 2.573 1.031
41 N -1.278 3.840 1.120
42 H -0.921 6.247 -3.020
43 H -0.837 4.671 -2.250
44 H 0.637 5.647 -2.463
45 H -0.279 7.359 -0.901
46 H -2.636 5.436 -0.546
47 H -2.682 7.016 -1.323
48 H -2.358 6.896 0.406
49 H -0.040 6.120 1.208
50 H 1.182 5.685 0.008
51 H 1.253 3.170 -0.720
52 C 1.508 -2.355 2.355
53 P 1.516 -1.543 0.729
54 C 2.425 -2.755 -0.281
55 C 2.004 -4.086 -0.287
56 C 2.711 -5.041 -0.997
57 C 3.854 -4.676 -1.704
58 C 4.285 -3.359 -1.693
59 C 3.574 -2.399 -0.982
60 C 2.651 -0.133 0.830
61 C 2.704 0.790 -0.212
62 C 3.604 1.845 -0.170
63 C 4.455 1.988 0.917
64 C 4.418 1.064 1.953
65 C 3.525 0.005 1.909
66 H 2.453 -2.881 2.486
67 H 0.695 -3.080 2.396
68 H 1.357 -1.628 3.148
69 H 1.127 -4.395 0.272
70 H 2.386 -6.073 -0.985
71 H 4.415 -5.426 -2.247
72 H 5.177 -3.072 -2.233
73 H 3.929 -1.377 -0.978
74 H 2.074 0.676 -1.090
75 H 3.659 2.544 -0.996
76 H 5.160 2.809 0.951
77 H 5.096 1.162 2.790
78 H 3.510 -0.706 2.724
79 F -0.506 0.145 6.241
80 C -0.574 -0.011 4.923
81 C 0.217 0.780 4.109
82 C 0.131 0.618 2.740
83 C -0.743 -0.310 2.135
84 C -1.494 -1.109 3.021
85 C -1.423 -0.965 4.396
86 H 0.882 1.510 4.552
87 H 0.773 1.238 2.133
88 H -2.145 -1.893 2.664
89 H -2.015 -1.581 5.060

In order of appearance, energy = -96375.3279; -120207.7881; -73761.1827 eV.
In order of appearance, max |F| = 1.26; 4.88; 1.33 eV Å⁻¹.